{"formula": "C24H54INO10P3", "method": "ωB97M-V/def2-TZVPD", "gap_ev": [8.43, 9.38], "s_squared": 0.7540, "lumo_ev": [-0.2, -0.2], "multiplicity": 2, "species": ["C", "C", "C", "C", "C", "C", "C", "C", "I", "P", "O", "C", "C", "C", "C", "N", "O", "H", "H", "H", "H", "H", "H", "H", "H", "H", "H", "H", "H", "H", "H", "H", "H", "H", "H", "H", "H", "H", "H", "H", "H", "O", "P", "O", "C", "C", "O", "C", "C", "O", "C", "C", "H", "H", "H", "H", "H", "H", "H", "H", "H", "H", "H", "H", "H", "H", "H", "O", "P", "O", "C", "C", "O", "C", "C", "O", "C", "C", "H", "H", "H", "H", "H", "H", "H", "H", "H", "H", "H", "H", "H", "H", "H"], "coordinates": [[-4.6362, -4.1991, 1.3081], [-4.1608, -3.0861, 0.3117], [-5.4677, -2.6879, -0.4458], [-3.7075, -1.8142, 1.0954], [-2.2658, -1.2855, 0.8600], [-1.4713, -1.4374, 2.2132], [-1.9060, -0.4292, 3.3183], [-1.8245, -1.1449, 4.6945], [0.0975, -2.1337, 4.9665], [-2.2122, 0.5227, 0.4203], [-3.5349, 1.2124, 0.4742], [-1.4103, -2.0356, -0.2251], [-1.8087, -3.5115, -0.3942], [-1.0521, -3.9983, -1.6776], [-1.3359, -4.4369, 0.7440], [-3.2418, -3.5766, -0.7215], [-3.6125, -4.6816, -1.2517], [-3.9150, -5.0120, 1.4198], [-4.9350, -3.7893, 2.2764], [-5.5371, -4.6526, 0.8784], [-5.8442, -3.5307, -1.0316], [-6.2142, -2.4315, 0.3154], [-5.2996, -1.8168, -1.0893], [-3.7827, -2.0414, 2.1653], [-4.4527, -1.0257, 0.9327], [-0.3897, -1.3850, 2.0700], [-1.7316, -2.4347, 2.5878], [-1.1494, 0.3606, 3.3713], [-2.9331, -0.0630, 3.2106], [-2.5639, -1.9435, 4.7909], [-1.9091, -0.4549, 5.5345], [-1.2814, 1.2092, 1.2353], [-1.7303, 0.5786, -0.9189], [-1.4553, -1.5151, -1.1889], [-0.3625, -2.0299, 0.1000], [-1.5553, -3.6695, -2.5883], [-0.0078, -3.6760, -1.6016], [-1.0596, -5.0914, -1.6432], [-0.2976, -4.1485, 0.9709], [-1.8883, -4.3407, 1.6812], [-1.2756, -5.4776, 0.4128], [-1.7037, 7.5302, -1.9816], [-0.7837, 6.3578, -2.1062], [-0.8393, 5.6726, -0.6194], [-2.0665, 5.1066, -0.1690], [-2.4518, 3.8630, -0.9446], [0.6732, 7.0987, -2.0211], [0.7804, 8.5185, -2.1021], [0.6643, 9.1674, -0.7349], [-0.0120, 5.0465, -2.7986], [-0.5605, 4.4518, -3.9810], [-0.9799, 5.4655, -5.0264], [-2.8648, 5.8529, -0.2113], [-1.9211, 4.8490, 0.8814], [-2.7711, 4.1279, -1.9600], [-3.2761, 3.3373, -0.4659], [-1.6034, 3.1808, -1.0334], [0.0421, 8.9189, -2.7960], [1.7620, 8.7401, -2.5255], [-0.1585, 8.7533, -0.1531], [0.5152, 10.2442, -0.8325], [1.5740, 8.9986, -0.1555], [-1.4058, 3.8116, -3.7115], [0.2122, 3.8014, -4.3932], [-1.7712, 6.1244, -4.6495], [-1.3629, 4.9596, -5.9130], [-0.1373, 6.0948, -5.3163], [3.5432, -2.5042, -0.4250], [4.6681, -2.3199, 0.5448], [4.1289, -3.0842, 1.8926], [3.9270, -4.4908, 1.8545], [5.2284, -5.2607, 1.7345], [4.4353, -0.7645, 0.9953], [3.5203, 0.0687, 0.2895], [2.1209, -0.0474, 0.8613], [6.2321, -2.1933, 1.1127], [7.3173, -2.6582, 0.2994], [7.2146, -2.2206, -1.1475], [3.2442, -4.7525, 1.0404], [3.4320, -4.7579, 2.7895], [5.6537, -5.1434, 0.7315], [5.0729, -6.3267, 1.9033], [5.9647, -4.8939, 2.4507], [3.5345, -0.1599, -0.7756], [3.8726, 1.0962, 0.3937], [1.8375, -1.0846, 1.0454], [1.3893, 0.3997, 0.1831], [2.0573, 0.4685, 1.8218], [7.3833, -3.7482, 0.3636], [8.2321, -2.2582, 0.7378], [6.3124, -2.6230, -1.6240], [8.0760, -2.5761, -1.7132], [7.1693, -1.1332, -1.2215]], "lowdin_charge": [-0.02, -0.44, -0.04, -0.08, -0.45, -0.28, -0.31, -0.59, 0.75, 0.77, -0.44, -0.12, -0.47, -0.02, -0.01, -0.14, 0.01, 0.07, 0.08, 0.08, 0.08, 0.09, 0.09, 0.10, 0.10, 0.07, 0.07, 0.09, 0.12, 0.04, 0.04, 0.03, 0.03, 0.10, 0.11, 0.09, 0.09, 0.07, 0.10, 0.07, 0.09, -0.23, 0.58, -0.21, -0.28, -0.09, -0.21, -0.29, -0.08, -0.19, -0.29, -0.08, 0.11, 0.12, 0.07, 0.06, 0.07, 0.10, 0.11, 0.07, 0.08, 0.07, 0.10, 0.12, 0.07, 0.08, 0.09, -0.23, 0.59, -0.21, -0.29, -0.08, -0.20, -0.28, -0.08, -0.18, -0.28, -0.08, 0.11, 0.12, 0.06, 0.08, 0.09, 0.10, 0.12, 0.06, 0.07, 0.08, 0.10, 0.12, 0.07, 0.08, 0.09]}

---

{"formula": "C3H3N3O2S", "method": "ωB97M-V/def2-TZVPD", "de_lowest_kj_mol": 657.7, "gap_ev": [8.10, 6.10], "lumo_ev": [-1.1, -3.3], "species": ["C", "C", "C", "N", "N", "N", "O", "O", "S", "H", "H", "H"], "coordinates": [[-0.8189, -1.0761, 0.5677], [-0.3127, 0.0651, -0.0940], [1.0659, -1.5597, -0.2778], [0.1678, -2.0839, 0.4191], [0.9636, -0.2596, -0.5551], [4.6065, 0.6034, 0.0423], [3.6031, 1.2717, -0.2596], [5.7606, 0.9213, 0.0732], [4.2305, -1.0731, 0.4887], [-1.6602, -1.3485, 0.9914], [-0.6169, 1.0351, -0.2140], [1.4805, 0.3926, -1.1722]], "nbo_charge": [-0.09, -0.09, 0.46, -0.49, -0.60, 0.38, -0.40, -0.31, 0.27, 0.20, 0.21, 0.45]}

---

{"formula": "C8H13N2", "method": "ωB97M-V/def2-TZVPD", "de_lowest_kj_mol": 722.1, "gap_ev": 9.94, "charge": 1, "lumo_ev": -2.5, "species": ["C", "C", "C", "C", "C", "N", "C", "C", "N", "C", "H", "H", "H", "H", "H", "H", "H", "H", "H", "H", "H", "H", "H"], "coordinates": [[2.1203, -1.8579, 0.2290], [2.9385, -0.5341, -0.1188], [2.3296, 0.7475, -0.0247], [2.4899, 2.0433, 0.1284], [1.1392, 1.5813, 0.0222], [-0.0979, 1.7111, -0.1253], [-1.0983, 0.2744, -0.0098], [-1.8554, -0.1843, -1.1793], [-2.4805, 0.7388, -0.1585], [-3.4109, -0.0482, 0.6324], [1.7792, -1.6636, 1.3300], [2.7537, -2.6169, 0.0876], [1.3492, -1.9392, -0.4998], [3.4100, -0.8037, -1.1847], [3.8564, -0.3373, 0.6070], [3.0692, 2.9231, 0.3084], [-0.7576, -0.2962, 0.9794], [-1.7415, 0.3246, -2.1863], [-2.1855, -1.2520, -1.3612], [-2.5230, 1.7615, -0.2413], [-4.3433, 0.1218, 0.2928], [-3.2042, -1.0541, 0.7430], [-3.5371, 0.3601, 1.7294]], "nbo_charge": [-0.57, -0.48, 0.06, -0.12, 0.25, -0.52, 0.06, -0.25, -0.38, -0.42, 0.21, 0.22, 0.20, 0.27, 0.25, 0.25, 0.26, 0.27, 0.27, 0.48, 0.23, 0.23, 0.23]}

---

{"formula": "C4H8IrOS4Sb2Se4", "method": "ωB97M-V/def2-TZVPD", "de_lowest_kj_mol": 0.0, "gap_ev": [6.02, 5.60], "s_squared": 8.7826, "charge": -2, "lumo_ev": [4.4, 3.4], "multiplicity": 6, "species": ["Ir", "S", "Sb", "S", "S", "Se", "Sb", "Se", "Se", "Se", "O", "S", "C", "C", "C", "C", "H", "H", "H", "H", "H", "H", "H", "H"], "coordinates": [[-0.1405, 1.7427, -2.3553], [1.1299, 1.5322, -4.4462], [1.6388, 3.6709, -3.4062], [-0.7528, 4.0011, -3.0371], [1.9561, 2.5435, -1.3212], [-4.1961, -0.3977, 0.1377], [-3.0694, -2.1133, -1.1216], [-1.8587, 0.0402, -2.5965], [-1.4770, -3.4389, 0.1235], [-4.1558, -3.1746, -2.9700], [-0.4830, 1.4732, 0.4581], [-0.6095, -0.0216, 0.5586], [-0.3604, -0.4097, 2.3201], [1.1475, -0.5567, 2.5994], [1.9071, -0.1529, 1.3295], [1.0480, -0.6453, 0.1772], [-0.9246, -1.3199, 2.5208], [-0.8255, 0.4249, 2.8434], [1.3662, -1.6009, 2.8363], [1.4521, 0.0427, 3.4594], [2.9105, -0.5838, 1.3002], [1.9997, 0.9325, 1.2607], [0.9702, -1.7326, 0.1306], [1.3270, -0.2562, -0.8015]], "nbo_charge": [0.72, -0.69, 0.80, -0.66, -0.72, -0.71, 1.08, -0.28, -0.81, -0.75, -1.01, 1.29, -0.62, -0.41, -0.42, -0.63, 0.25, 0.23, 0.20, 0.20, 0.20, 0.23, 0.25, 0.25]}

---

DFT total energy values, unit a.u., following the record order: -3075.75440, -828.78680, -421.66188, -12015.85584.